(1)
# C32H28INO8PPtS2

A structure of composition C32H28INO8PPtS2 (ωB97M-V/def2-TZVPD, the OMol25 dataset).

Geometry (Å):
Pt: -0.210 -0.277 -0.021
I: 0.881 2.306 0.154
C: 2.932 2.079 0.474
C: 3.484 3.258 0.915
C: 4.837 3.372 1.270
C: 5.632 2.274 1.184
C: 5.110 1.042 0.728
C: 6.014 -0.046 0.636
C: 5.606 -1.254 0.176
C: 4.261 -1.415 -0.201
C: 3.333 -0.403 -0.124
P: 1.698 -0.925 -0.783
C: 1.824 -0.573 -2.559
C: 2.915 0.087 -3.118
C: 2.924 0.394 -4.472
C: 1.845 0.039 -5.268
C: 0.752 -0.611 -4.710
C: 0.731 -0.911 -3.358
C: 1.662 -2.735 -0.629
C: 1.238 -3.267 0.588
C: 1.152 -4.643 0.737
C: 1.479 -5.485 -0.317
C: 1.891 -4.954 -1.531
C: 1.982 -3.579 -1.690
C: 3.739 0.897 0.355
H: 2.856 4.134 1.010
H: 5.224 4.322 1.615
H: 6.680 2.316 1.455
H: 7.040 0.118 0.942
H: 6.289 -2.090 0.100
H: 3.958 -2.387 -0.559
H: 3.761 0.367 -2.503
H: 3.771 0.914 -4.900
H: 1.849 0.282 -6.323
H: -0.103 -0.865 -5.323
H: -0.144 -1.373 -2.914
H: 0.938 -2.622 1.408
H: 0.802 -5.044 1.679
H: 1.397 -6.558 -0.198
H: 2.128 -5.608 -2.361
H: 2.290 -3.165 -2.642
O: -3.893 -0.879 -1.356
S: -2.505 -0.596 -1.138
O: -2.251 -0.053 0.312
O: -1.893 0.396 -2.029
O: -1.615 -1.820 -1.116
C: -7.914 0.871 -0.616
C: -6.648 1.389 0.006
C: -5.579 1.780 -0.790
C: -4.384 2.197 -0.227
C: -4.264 2.225 1.153
C: -5.319 1.845 1.971
C: -6.504 1.432 1.391
S: -2.737 2.750 1.858
O: -1.838 2.980 0.752
O: -2.918 3.826 2.794
N: -2.342 1.420 2.721
C: -1.156 1.545 3.589
C: -0.758 0.183 4.125
C: -0.142 -0.793 3.114
O: -0.281 -1.998 3.315
O: 0.565 -0.260 2.179
H: -8.073 1.302 -1.604
H: -8.783 1.098 0.002
H: -7.864 -0.214 -0.734
H: -5.663 1.713 -1.868
H: -3.528 2.434 -0.843
H: -5.198 1.854 3.046
H: -7.327 1.116 2.022
H: -2.303 0.623 2.081
H: -1.421 2.202 4.418
H: -0.315 1.988 3.047
H: -1.600 -0.311 4.611
H: 0.006 0.346 4.893

The charge is -1. As for the calculated total energy: -93818.0237 eV.

Here are the Mulliken charges for atoms 1 to 4, given in e: Pt 1.9632; I 0.3068; C 0.0307; C -0.6826

=====

(2)
# C21H52N5O8P2

A cluster of 5 separate species, C21H52N5O8P2 in total (ωB97M-V/def2-TZVPD, the OMol25 dataset).

Geometry (Å):
C: 2.782 -0.748 0.876
O: 3.304 0.364 0.195
C: 2.333 1.162 -0.451
C: 1.351 1.847 0.491
C: 0.406 2.728 -0.326
C: -0.460 3.687 0.492
C: -1.288 2.980 1.578
C: -2.793 3.076 1.332
C: -3.610 2.063 2.169
P: -4.349 0.758 1.170
C: -5.765 1.502 0.214
N: -5.866 1.085 -1.147
P: -2.928 -0.388 -0.111
O: -3.091 -0.111 -1.526
O: -1.557 -0.011 0.581
O: -3.238 -1.884 0.315
H: 1.940 -1.200 0.329
H: 2.447 -0.503 1.891
H: 3.581 -1.488 0.938
H: 1.776 0.546 -1.179
H: 2.884 1.921 -1.002
H: 1.903 2.454 1.215
H: 0.786 1.095 1.053
H: -0.251 2.092 -0.934
H: 1.010 3.313 -1.025
H: -1.139 4.203 -0.195
H: 0.166 4.467 0.931
H: -1.010 1.930 1.619
H: -1.075 3.389 2.570
H: -2.995 2.946 0.260
H: -3.134 4.081 1.588
H: -3.035 1.604 2.974
H: -4.481 2.539 2.634
H: -4.869 -0.197 2.045
H: -5.633 2.579 0.354
H: -6.638 1.197 0.795
H: -5.642 1.791 -1.830
H: -6.748 0.652 -1.371
H: -0.792 -0.436 0.154
H: -3.070 -2.119 1.243
C: 5.220 3.623 -1.047
O: 4.119 3.606 -1.580
N: 6.214 2.784 -1.362
C: 7.508 2.832 -0.716
C: 5.961 1.758 -2.363
H: 5.474 4.326 -0.237
H: 8.300 3.013 -1.444
H: 7.721 1.892 -0.203
H: 7.517 3.640 0.013
H: 5.686 2.214 -3.315
H: 5.140 1.119 -2.039
H: 6.848 1.143 -2.483
C: 6.777 -2.329 -2.427
O: 7.067 -1.178 -2.154
N: 5.634 -2.694 -3.037
C: 5.329 -4.075 -3.348
C: 4.677 -1.658 -3.386
H: 7.433 -3.180 -2.186
H: 5.200 -4.216 -4.422
H: 4.416 -4.400 -2.845
H: 6.151 -4.705 -3.014
H: 5.122 -0.930 -4.065
H: 4.343 -1.124 -2.494
H: 3.820 -2.123 -3.868
C: -4.553 -0.378 5.304
O: -4.095 -0.410 4.163
N: -5.837 -0.570 5.614
C: -6.308 -0.536 6.990
C: -6.791 -0.835 4.552
H: -3.911 -0.192 6.176
H: -6.748 -1.493 7.269
H: -7.055 0.247 7.123
H: -5.469 -0.333 7.651
H: -6.516 -1.730 3.994
H: -6.840 0.006 3.857
H: -7.774 -0.977 4.991
C: 0.421 -3.530 -3.430
O: 1.390 -4.262 -3.430
N: -0.791 -3.872 -2.941
C: -1.906 -2.950 -2.939
C: -0.960 -5.209 -2.399
H: 0.449 -2.503 -3.834
H: -2.243 -2.765 -1.920
H: -2.746 -3.341 -3.516
H: -1.595 -2.004 -3.378
H: -0.274 -5.383 -1.569
H: -0.756 -5.965 -3.157
H: -1.985 -5.318 -2.052

The charge is +1. As for the calculated total energy: -65024.4366 eV.

Here are the Mulliken charges for atoms 1 to 4, given in e: C -0.6732; O -0.3453; C -0.3293; C 0.0294

=====

(3)
# C4H8FNS

An isolated molecule of C4H8FNS in a non-equilibrium geometry (ωB97M-V/def2-TZVPD, the OMol25 dataset).

Geometry (Å):
C: -0.540 -2.008 -2.229
S: -1.141 -0.323 -2.110
N: -0.248 0.199 -0.762
C: -0.837 0.760 0.237
C: 0.057 1.457 1.286
C: 1.330 0.645 1.519
F: -0.677 1.425 2.484
H: -0.832 -2.380 -3.201
H: -1.075 -2.530 -1.445
H: 0.559 -2.048 -2.040
H: -1.887 0.882 0.478
H: 0.265 2.480 0.944
H: 2.043 1.186 2.274
H: 1.934 0.566 0.630
H: 1.048 -0.311 1.936

The SMILES is CS/N=C/[C@H](C)F. The charge is 0. As for the calculated total energy: -19319.3348 eV.

Here are the natural (NBO) charges for atoms 1 to 4, given in e: C -0.7563; S 0.3787; N -0.5885; C 0.1015

=====

(4)
# C3H5N

An isolated molecule of C3H5N in a non-equilibrium geometry (ωB97M-V/def2-TZVPD, the OMol25 dataset).

Geometry (Å):
C: -0.672 0.353 0.263
C: 0.657 0.050 -0.544
C: 1.686 -0.471 0.250
N: 1.917 0.703 -0.026
H: -1.189 -0.678 0.336
H: -1.413 1.102 -0.191
H: -0.369 0.505 1.316
H: 0.572 -0.017 -1.639
H: 1.981 -1.251 0.909

The SMILES is C[C@@H]1C=N1. The charge is 0. As for the calculated total energy: -4679.4827 eV.

Here are the natural (NBO) charges for atoms 1 to 4, given in e: C -0.6474; C -0.1494; C 0.0520; N -0.2918

=====

(5)
# C4H7NO2

A cluster of 2 separate species, C4H7NO2 in total (ωB97M-V/def2-TZVPD, the OMol25 dataset).

Geometry (Å):
C: -0.710 0.815 -1.139
C: 0.249 1.719 -1.027
O: 1.464 1.450 -0.424
C: 1.558 0.236 0.180
N: 0.725 -0.712 0.164
C: -0.514 -0.576 -0.611
H: -1.652 1.085 -1.607
H: 0.203 2.746 -1.366
H: 2.493 0.162 0.732
H: -0.486 -1.313 -1.424
H: -1.337 -0.881 0.046
O: -0.911 -1.890 2.196
H: -0.107 -1.809 1.654
H: -0.974 -1.032 2.626

The SMILES is C1=COC=NC1.O. The charge is 0. As for the calculated total energy: -9845.4842 eV.

Here are the natural (NBO) charges for atoms 1 to 4, given in e: C -0.2766; C 0.1084; O -0.4891; C 0.4121

=====

(6)
# C9H7NO2

An isolated molecule of C9H7NO2 in a non-equilibrium geometry (ωB97M-V/def2-TZVPD, the OMol25 dataset).

Geometry (Å):
O: 4.177 -0.199 0.047
N: 3.039 -0.971 0.111
C: 1.880 -0.335 0.175
C: 1.768 1.095 -0.067
C: 0.494 1.687 -0.330
C: -0.570 0.690 -0.266
C: -1.994 1.086 0.199
C: -2.944 0.156 0.323
C: -2.560 -1.210 -0.165
C: -1.373 -1.546 -0.167
C: -0.425 -0.591 -0.108
O: 0.715 -1.261 -0.089
H: 4.793 -1.077 0.041
H: 2.683 1.643 -0.054
H: 0.393 2.821 -0.204
H: -1.887 2.266 0.473
H: -3.851 0.538 0.180
H: -3.162 -2.132 -0.158
H: -1.175 -2.662 0.058

The SMILES is O/N=c1\ccc2ccccc2o1. The charge is 0. As for the calculated total energy: -15024.6258 eV.

Here are the natural (NBO) charges for atoms 1 to 4, given in e: O -0.5465; N -0.1751; C 0.3946; C -0.2825

=====

Question: Number 4 is which compound?
Answer: C3H5N

=====

Question: Among the records above, which one has the lowest charge?
Answer: C32H28INO8PPtS2

=====

Question: Number 6 is which compound?
Answer: C9H7NO2